# C31H31I2N5OSTi

C31H31I2N5OSTi as an isolated structure (ωB97M-V/def2-TZVPD, the OMol25 dataset).

Summary:
Kohn-Sham gap, eV: 4.73
Energy above the lowest of the compared OMol25 structures with the same formula, charge and spin, kcal per mole: 24.3
Calculated total energy, Ha: -3392.1042
Lowest unoccupied orbital energy, eV: -1.31
Multiplicity: 1
Largest force on an atom, eV Å⁻¹: 0.78
HOMO energy, eV: -6.049

The geometry in XYZ format:
```
72
Properties=species:S:1:pos:R:3:forces:R:3
I 2.4866 -0.5959 0.8517 0.7728 0.0647 -0.0813
I 3.1262 -2.3943 -2.5024 0.0173 -0.1174 -0.1204
Ti 0.1448 0.0723 0.3014 -0.1745 -0.2876 0.2190
S 0.7221 4.3922 -1.0332 0.0616 0.0775 -0.0157
O -1.7935 0.7764 0.0050 0.0056 0.1561 0.3352
N -2.9332 1.7484 -1.6856 -0.1654 -0.0139 0.0946
N -0.4765 0.0006 2.4550 -0.0932 -0.1596 -0.2173
N -0.3404 -1.9360 0.4631 -0.4057 0.2535 -0.0231
N 0.8091 2.1660 0.2395 -0.2611 0.0802 0.0257
N -2.5309 2.9153 0.2827 -0.0215 0.0814 0.0510
C 0.1594 1.4046 -4.4354 0.0186 0.0498 -0.0038
C -2.4100 1.7888 -0.4478 0.0727 -0.2297 -0.4126
C 0.2821 0.4224 -1.7920 -0.0417 0.2048 0.2673
C 0.2825 2.2948 -3.3819 -0.0294 -0.0670 -0.0583
C -0.7235 -2.2671 1.6613 -0.0288 -0.1426 -0.1111
C -3.7110 2.8471 -2.2418 0.0484 -0.0169 0.0055
C -0.5445 0.6034 3.6496 -0.0380 0.0869 0.0346
C -0.0757 -2.9768 -0.5290 -0.0617 0.0256 0.1341
C -1.2198 -3.2344 -1.4783 0.0431 -0.0016 -0.0231
C 1.9676 3.9873 3.2412 0.0076 -0.0116 0.0199
C 0.5860 2.6744 -0.9450 0.1216 -0.1709 -0.1763
C -2.5075 -2.7682 -1.2587 -0.0459 -0.0390 0.0195
C -2.2137 2.9279 1.6997 -0.0449 -0.0777 -0.0120
C -3.2543 -3.7978 -3.3040 0.0332 -0.0069 -0.0210
C -3.2258 4.1027 -0.2009 0.0325 -0.0214 0.0223
C -2.9360 0.5217 -2.4693 -0.0306 0.0411 -0.0280
C -3.1920 4.1644 -1.7105 -0.0241 -0.0140 0.0063
C 1.1986 3.1345 1.1595 -0.0911 -0.0928 -0.0431
C -0.9553 -3.9899 -2.6215 0.0535 0.0106 -0.0432
C -3.5219 -3.0517 -2.1692 -0.0088 0.0090 0.0191
C 1.6266 2.8989 2.4634 -0.0257 0.0560 -0.0339
C 0.1150 0.0417 -4.1753 0.0650 -0.0592 -0.0136
C 1.8969 5.2908 2.7367 0.0166 -0.0018 0.0394
C 1.1708 4.4327 0.6452 0.0275 0.0720 0.1007
C 0.1686 -0.4439 -2.8739 0.1015 0.0108 0.0065
C 1.5100 5.5291 1.4325 -0.0152 -0.0361 -0.0470
C 0.3437 1.7939 -2.0830 0.0282 0.2939 -0.0030
C -1.0751 -1.5250 4.0561 -0.0295 0.0169 -0.0178
C -0.9102 -0.2885 4.6662 0.0262 0.0448 -0.0211
C -0.8085 -1.3238 2.6973 -0.0088 0.0050 0.0624
C -1.9631 -4.2675 -3.5276 -0.0479 0.0189 0.0100
H -0.9362 -3.3130 1.8802 0.0420 -0.0087 0.0165
H 0.1386 1.7689 -5.4544 -0.0157 -0.0088 0.0029
H -3.9614 0.1625 -2.5894 -0.0002 0.0111 0.0019
H -2.3477 -0.2408 -1.9803 -0.0336 -0.0199 0.0217
H 2.1733 6.1233 3.3699 -0.0046 -0.0038 -0.0025
H 0.0570 -4.3335 -2.8065 0.0178 0.0275 0.0127
H 0.1743 -3.9056 -0.0075 0.0388 0.0065 0.0230
H 0.1591 -1.5116 -2.7318 0.0009 -0.0362 -0.0097
H -3.8066 4.9899 -2.0679 0.0034 0.0034 0.0053
H -3.6176 2.7904 -3.3261 0.0241 0.0228 -0.0108
H 1.7070 1.8836 2.8252 0.0058 0.0024 0.0131
H 2.3092 3.8279 4.2554 -0.0005 0.0075 -0.0045
H -1.0216 -0.0470 5.7108 -0.0102 -0.0054 -0.0102
H -4.0424 -4.0154 -4.0136 -0.0037 0.0002 0.0088
H 0.8299 -2.6877 -1.0807 -0.0076 -0.1238 -0.0423
H -1.7424 -4.8468 -4.4151 0.0028 0.0016 0.0079
H -2.7277 -2.1772 -0.3776 0.0010 0.0126 0.0056
H -1.3409 -2.4633 4.5180 -0.0014 0.0133 -0.0096
H -1.4862 3.7109 1.9172 0.0482 0.0108 0.0066
H 0.3680 3.3591 -3.5759 -0.0019 0.0003 0.0137
H -2.7334 4.9677 0.2469 0.0176 0.0167 -0.0333
H -2.5049 0.7211 -3.4506 -0.0189 -0.0095 0.0169
H 0.0661 -0.6634 -4.9955 0.0049 -0.0011 -0.0001
H -0.3353 1.6569 3.7593 -0.0052 0.0049 -0.0051
H -2.1684 4.3235 -2.0549 0.0016 -0.0013 -0.0113
H -4.2611 4.0928 0.1585 -0.0059 0.0154 0.0253
H -1.8217 1.9631 1.9931 0.0409 -0.0260 0.0179
H -3.1226 3.1242 2.2747 0.0020 0.0112 0.0019
H 1.4878 6.5340 1.0321 -0.0007 -0.0096 0.0013
H -4.7716 2.7205 -1.9957 -0.0055 -0.0086 -0.0150
H -4.5256 -2.6874 -1.9850 0.0041 0.0024 0.0048
```
Forces are in eV/Å.

=====

# C27H33F4N3O2P

A 4-piece molecular cluster, C27H33F4N3O2P overall at a distorted geometry (ωB97M-V/def2-TZVPD, the OMol25 dataset).

Summary:
Kohn-Sham gap, eV: 6.28
Calculated total energy, Ha: -2103.6443
Lowest unoccupied orbital energy, eV: -4.73
Multiplicity: 1
Largest force on an atom, eV Å⁻¹: 10.02
HOMO energy, eV: -11.017
Total charge: +1

The geometry in XYZ format:
```
70
Properties=species:S:1:pos:R:3:forces:R:3
P -1.7205 3.2222 -1.5907 -4.8983 0.1540 0.5236
F -5.8581 -2.0196 -4.2235 0.0602 0.1089 -0.2807
F 3.6475 -0.2082 -0.4879 0.0241 0.3840 -0.4494
F 2.8890 5.8359 0.0114 -0.3125 -2.8411 -2.2884
F 3.3625 -0.2277 6.0023 0.2232 -0.0323 0.0811
O -1.9040 4.9389 -1.8799 1.0327 -2.0146 1.5908
O -1.7858 2.8573 0.1154 2.9618 0.4840 -2.2401
N 0.7792 0.7266 -3.8286 -2.2077 0.6462 1.6092
N -0.2701 2.5472 -2.3779 1.9541 -2.0175 -1.5204
N -1.7724 0.7132 -3.3979 3.0799 2.4892 -1.5470
C 4.1009 -0.0552 1.8213 -0.0729 -0.0212 -0.1630
C -6.9868 -3.1958 -2.5193 0.0089 0.0085 -0.0782
C 0.0136 -0.8167 4.7414 0.1454 0.3612 0.1615
C 4.5527 -0.6583 2.9948 0.0445 -0.2235 -0.2440
C -1.3675 -4.0292 -1.4513 4.1486 8.9266 1.8895
C 2.8241 4.6555 -0.9293 -0.7945 0.2188 0.4881
C 0.1097 1.3627 5.7923 0.1028 -0.4090 -0.1808
C -0.6103 0.3740 5.1171 0.0421 0.0546 -0.0116
C 1.2364 -1.0447 -1.9008 -0.6223 0.5501 0.0715
C 4.9964 -1.9814 2.9711 -0.0243 -0.0167 -0.0909
C 1.2864 4.5530 -1.5788 1.3077 0.6592 -0.1219
C -5.0742 -2.2931 -0.6929 -0.3646 -0.2088 -0.1952
C 1.3617 -1.0184 5.0363 0.1022 -0.0418 -0.0112
C -0.0800 -1.2745 -0.9418 0.0433 -1.0562 0.1378
C 1.4551 1.1559 6.0969 0.0889 0.0317 -0.0006
C -0.4380 1.3929 -3.1533 -1.5762 -0.7320 -1.1873
C 4.9846 -2.7059 1.7766 -0.1423 0.4118 0.1557
C 4.0870 -0.7856 0.6382 0.5866 -0.7239 1.4552
C 1.1429 3.0787 -2.2813 3.1160 0.8288 0.0431
C -4.9840 -1.9248 -2.0352 -0.0502 0.0095 -0.0615
C -5.9424 -2.3776 -2.9353 -0.0968 -0.3263 1.1323
C 2.0690 -0.0316 5.7140 -1.1199 0.1599 -0.2319
C -0.8301 -2.7199 -1.3226 -3.1648 -8.4473 0.0819
C 4.5222 -2.1059 0.6054 -0.0799 0.0723 -0.1294
C -6.1168 -3.1199 -0.2674 0.0741 0.0540 -0.0269
C 0.8685 -0.7413 -3.4744 0.2286 -2.7254 0.4073
C -7.0710 -3.5734 -1.1794 0.3378 0.2506 -0.0540
H -2.5207 1.3978 -3.6843 0.8356 -0.5940 1.2329
H 4.4979 -2.6555 -0.3299 0.0320 0.0711 0.0601
H -0.5498 -1.5864 4.2196 0.1336 0.1075 0.1058
H 2.0280 1.9090 6.6280 -0.0247 -0.1022 -0.0487
H -1.6891 -5.1620 -1.2614 0.8018 3.2451 -0.7857
H 1.8647 -1.9341 4.7438 -0.0070 0.0872 0.0636
H 0.3348 -1.3400 0.1755 -1.0686 -0.2160 -2.4487
H 5.3529 -2.4512 3.8853 -0.0694 0.1144 -0.1793
H -1.6915 0.0740 -4.2450 0.3501 0.7571 1.6415
H -7.7250 -3.5318 -3.2400 0.1041 0.0454 0.0375
H -0.3775 2.2909 6.0804 0.1229 -0.1736 -0.0087
H 4.5589 -0.0978 3.9265 0.0073 -0.1069 -0.2311
H 1.8529 2.3409 -1.6711 -1.8403 1.2916 -1.2902
H -2.6081 5.2933 -1.2608 1.0416 -0.6564 -0.7574
H -0.9081 2.5119 0.4557 -1.2920 0.6641 -0.1232
H -1.6608 0.5338 4.8836 0.1885 -0.0432 0.0697
H -0.8374 -0.3673 -0.9378 1.3540 -2.0462 -0.3040
H -6.1843 -3.4106 0.7788 0.0067 0.0575 -0.2108
H -0.1178 -1.3504 -3.7314 1.9207 1.2429 0.4766
H 0.6689 0.8110 -4.8638 -0.1773 0.0972 1.1031
H 1.8941 -2.0219 -1.8110 -1.3057 2.2185 -0.2959
H 1.7265 -1.2548 -4.1186 -1.8417 1.5732 1.1911
H 1.6540 3.1721 -3.3557 -1.4586 -0.4038 2.3493
H 3.7609 0.9751 1.8199 0.0307 -0.0674 -0.0016
H -4.1766 -1.2901 -2.3856 -0.0613 -0.0651 0.0093
H -7.8793 -4.2202 -0.8467 0.1390 0.1404 -0.1005
H -4.3344 -1.9380 0.0202 -0.0982 -0.0748 -0.1626
H 2.9797 3.6725 -0.3033 0.0546 2.1548 -1.0363
H 0.5593 4.7532 -0.6840 1.2239 -0.3545 -1.8417
H 1.2502 5.3987 -2.4118 -0.4566 -1.7973 1.9864
H 5.3343 -3.7351 1.7599 -0.0826 0.1986 -0.0411
H 1.8118 -0.1089 -1.4764 -1.0737 -2.0861 -0.9128
H 3.6528 4.8166 -1.7436 -1.6760 -0.3058 1.7395
```
Forces are in eV/Å.

=====

# C18H20ClN5O3

A single C18H20ClN5O3 molecule at a distorted geometry (ωB97M-V/def2-TZVPD, the OMol25 dataset).

Summary:
Kohn-Sham gap, eV: 8.21
Energy above the lowest of the compared OMol25 structures with the same formula, charge and spin, kcal per mole: 13.6
Calculated total energy, Ha: -1657.5494
Lowest unoccupied orbital energy, eV: -0.34
Multiplicity: 1
SMILES: Cc1cccc(Cl)c1NC(=O)N1CCCN(c2ncccc2[N+](=O)[O-])CC1
Largest force on an atom, eV Å⁻¹: 1.37
HOMO energy, eV: -8.547

The geometry in XYZ format:
```
47
Properties=species:S:1:pos:R:3:forces:R:3
Cl -1.5364 3.8866 -0.4629 -0.1406 0.0089 0.0500
O 2.4568 1.5710 0.0079 0.1604 0.2470 0.3018
O -2.8862 -5.4469 -0.0097 -0.0954 -0.0507 -0.0902
O -0.9981 -4.7258 -0.7622 -0.0073 -0.2846 0.0685
N -0.0994 -3.0664 2.8446 0.0877 0.1417 -0.0953
N -1.8309 -4.8523 0.1256 -0.0579 -0.2187 -0.7815
N -0.4103 -2.2253 0.7425 0.0286 -0.0134 -0.0472
N 1.1067 0.0507 -0.9795 0.1567 -0.0995 -0.2017
N 0.7728 2.3150 -1.3545 -0.4158 0.0207 -0.2186
C -0.6601 -3.2071 1.6337 -0.2384 -0.3827 -0.0034
C 2.2994 4.2219 -1.5709 -0.0844 0.0013 0.0230
C 1.4715 6.4307 -1.0237 -0.0821 0.0043 0.0243
C -1.5164 -4.3234 1.4042 0.2597 0.3335 1.2992
C -1.9602 -5.0582 2.5052 0.0910 0.1247 -0.1382
C -1.4654 -4.7881 3.7617 0.0248 -0.0186 -0.0874
C -1.2296 -2.0648 -0.4413 -0.2597 -0.0454 -0.4693
C 1.5085 1.3321 -0.7100 -0.0359 -0.2387 -0.1512
C 0.0324 4.5471 -0.8332 0.1285 -0.0163 -0.0011
C -0.4630 -3.8242 3.8480 -0.2721 -0.1984 0.0816
C 2.4870 5.5923 -1.4436 -0.0470 -0.0404 0.0343
C 1.0530 3.6823 -1.2326 0.0706 0.3081 0.1418
C 0.6223 -1.2581 1.0605 0.5508 0.1127 -0.0131
C 1.5875 -0.9931 -0.1034 0.0680 0.1514 0.4005
C 3.4011 3.3519 -2.0814 0.1174 -0.0317 0.1264
C -1.2635 -0.6590 -1.0370 0.1708 -0.1634 -0.0009
C 0.2238 5.9101 -0.7284 0.0426 0.0307 -0.0161
C 0.0062 -0.3212 -1.8306 -0.3071 0.1497 -0.0146
H 0.0665 -3.6458 4.7743 0.0024 -0.0534 0.1449
H -2.6489 -5.8712 2.3262 -0.0320 0.0018 0.0085
H -0.5868 6.5489 -0.4147 -0.0833 0.0067 0.0264
H 1.6422 7.4923 -0.9362 0.0171 0.1036 0.0009
H -2.2550 -2.3505 -0.1714 0.1151 -0.0402 -0.0603
H 3.0152 2.6320 -2.8015 0.0284 -0.0804 -0.0858
H -1.7840 -5.3446 4.6263 -0.0086 -0.0824 0.0808
H 0.3098 -1.2066 -2.4019 -0.0564 0.0836 -0.0350
H 1.7486 -1.9079 -0.6778 0.0290 -0.0018 -0.0124
H 3.8388 2.7887 -1.2580 0.0548 -0.0201 -0.0805
H 1.1723 -1.6665 1.9084 -0.0626 0.2103 -0.1898
H 4.1752 3.9524 -2.5514 0.0199 0.0351 -0.0963
H 0.1800 -0.3086 1.3805 0.0758 -0.0303 0.0542
H -1.4372 0.0888 -0.2619 -0.0722 0.1219 -0.0283
H -0.2219 2.1408 -1.4307 0.2347 -0.1226 -0.0406
H -0.8976 -2.7614 -1.2265 -0.1851 0.2929 0.1550
H -0.1872 0.4747 -2.5503 0.0560 -0.0970 0.0128
H -2.1132 -0.6308 -1.7215 -0.0357 -0.0295 0.0325
H 3.4512 6.0091 -1.6935 0.1081 0.0186 -0.0430
H 2.5397 -0.6493 0.3042 -0.1192 -0.1488 -0.0657
```
Forces are in eV/Å.